# 1
{"formula": "C3H3N3", "method": "wB97M-V/def2-TZVPD", "elements": ["C", "C", "C", "H", "H", "H", "N", "N", "N"], "positions_angstrom": [[0.71310, 0.36948, 0.16352], [-0.22756, 0.02327, -0.93570], [-1.32703, -0.04372, 0.83896], [2.40722, -0.02533, -0.69832], [0.15412, 0.15230, -2.04537], [-2.28785, -0.48266, 1.49495], [2.11851, 0.09057, 0.19350], [-1.36710, -0.38997, -0.42187], [-0.18341, 0.30606, 1.41034]], "forces_ev_per_a": [[4.274, -2.528, 2.422], [0.539, 0.114, -1.700], [-0.193, -1.790, 7.389], [1.102, -0.372, -4.106], [-1.416, -0.926, 2.231], [2.720, 1.931, -1.476], [-8.512, 2.297, 4.156], [1.427, 0.834, -6.314], [0.059, 0.439, -2.602]], "e_above_lowest_kcal_mol": 83.9, "lumo_energy_ev": -2.0610, "total_energy_ha": -280.247010, "smiles": "[H]/N=C1\\C=NC=N1"}

---

# 2
{"formula": "C6H8S2Si", "method": "wB97M-V/def2-TZVPD", "elements": ["C", "C", "C", "C", "C", "C", "Si", "S", "S", "H", "H", "H", "H", "H", "H", "H", "H"], "positions_angstrom": [[0.24353, -1.11443, 0.09581], [-0.44216, 0.02707, 0.12718], [-2.01450, 0.01571, 0.62220], [-3.66226, 0.02761, 0.09250], [1.72443, -1.19108, -0.09753], [2.20418, 0.31899, -0.15728], [0.63051, 1.40527, -0.48694], [-2.96392, 1.55442, 0.47149], [-4.80094, -0.99087, -0.47852], [-0.08498, -2.12048, 0.40852], [-2.15505, -0.25263, 1.59080], [2.29168, -1.56224, 0.80328], [1.90342, -1.62342, -1.07220], [2.64798, 0.72053, 0.67781], [2.98793, 0.32509, -1.01555], [0.69928, 1.96411, -1.94598], [0.79086, 2.49635, 0.36441]], "forces_ev_per_a": [[0.453, -1.816, 1.576], [-3.825, -0.804, -0.213], [0.168, 1.211, -3.012], [2.780, -0.655, -0.737], [0.585, 3.141, 1.121], [-0.301, -0.955, -4.792], [2.012, -1.239, -1.780], [-1.176, -0.316, -0.321], [1.171, 1.449, 0.786], [-0.960, 0.659, -0.240], [0.425, -1.161, 2.802], [-0.885, -0.749, -1.259], [0.560, -0.716, 0.163], [1.137, 0.399, 2.217], [-1.183, 0.558, 1.451], [-0.670, -0.618, 1.096], [-0.290, 1.611, 1.142]], "e_above_lowest_kcal_mol": 9.0, "lumo_energy_ev": -0.3662, "total_energy_ha": -1319.133479, "smiles": "S=C1S[C@@H]1C1=CCC[SiH2]1"}

---

# 3
{"formula": "CuH14O7", "method": "wB97M-V/def2-TZVPD", "elements": ["Cu", "O", "H", "H", "O", "H", "H", "O", "H", "H", "O", "H", "H", "O", "H", "H", "O", "H", "H", "O", "H", "H"], "positions_angstrom": [[-0.46440, -8.93090, 9.30000], [0.08078, -6.25895, 9.82834], [0.00032, -6.00514, 10.74809], [-0.45009, -5.65540, 9.29633], [-1.84666, -7.53459, 8.41995], [-1.42964, -6.98128, 7.76312], [-2.56324, -7.82967, 7.88672], [-2.44629, -9.72038, 10.06192], [-3.20428, -10.00735, 9.61714], [-2.71417, -9.67398, 10.98220], [-0.08205, -8.55846, 11.42162], [-0.19465, -9.31338, 12.03988], [-0.73765, -7.90426, 11.78062], [0.30605, -10.78624, 9.84556], [-0.07725, -11.51948, 10.42595], [0.97095, -11.22387, 9.26014], [1.42333, -8.38800, 8.56686], [1.84385, -7.67741, 9.05862], [1.63745, -8.04372, 7.65988], [-0.68330, -9.79269, 7.35264], [-0.45257, -9.29137, 6.56841], [-0.58534, -10.68746, 7.08296]], "forces_ev_per_a": [[-0.573, -0.429, 0.211], [0.062, -0.610, -0.433], [0.040, 0.560, 0.129], [0.076, 0.338, 0.488], [1.248, 0.216, 0.565], [0.734, 0.808, -0.117], [-1.603, -1.095, -0.310], [2.024, 0.673, 1.057], [-1.896, -0.811, -1.370], [-0.041, 0.069, 0.298], [-1.538, 0.294, 0.793], [0.467, 0.418, -0.429], [0.917, -0.569, -0.389], [0.045, -1.581, 0.255], [0.573, 1.459, -1.152], [-0.515, 0.511, 0.694], [0.520, 0.765, -1.564], [0.063, 0.214, 0.976], [-0.438, -0.931, 0.705], [-0.192, 1.014, 0.133], [-0.007, 0.243, -0.318], [0.033, -1.557, -0.223]], "s2": 0.75, "e_above_lowest_kcal_mol": 10.5, "lumo_energy_ev": [-7.1082, -10.0845], "total_energy_ha": -2174.946993, "total_charge": 2, "spin_multiplicity": 2}

---

# 4
{"formula": "C22H48BBrCl30O2Si", "method": "wB97M-V/def2-TZVPD", "elements": ["C", "C", "O", "B", "Br", "C", "C", "O", "Si", "C", "C", "C", "H", "H", "H", "H", "H", "H", "H", "H", "H", "H", "H", "H", "H", "H", "H", "H", "H", "H", "C", "Cl", "Cl", "H", "H", "C", "Cl", "Cl", "H", "H", "C", "Cl", "Cl", "H", "H", "C", "Cl", "Cl", "H", "H", "C", "Cl", "Cl", "H", "H", "C", "Cl", "Cl", "H", "H", "C", "Cl", "Cl", "H", "H", "C", "Cl", "Cl", "H", "H", "C", "Cl", "Cl", "H", "H", "C", "Cl", "Cl", "H", "H", "C", "Cl", "Cl", "H", "H", "C", "Cl", "Cl", "H", "H", "C", "Cl", "Cl", "H", "H", "C", "Cl", "Cl", "H", "H", "C", "Cl", "Cl", "H", "H"], "positions_angstrom": [[-3.20110, 1.03764, 3.13038], [-2.77569, -0.18268, 2.32285], [-2.17389, 0.18366, 1.06225], [-1.99044, -0.73753, 0.09949], [-2.40855, -2.63760, 0.37738], [-1.50006, -0.29358, -1.32843], [-0.84508, -1.37948, -2.20038], [0.06298, -0.83689, -3.18315], [1.66813, -0.66444, -2.78236], [2.45494, -2.30893, -2.31648], [1.94755, 0.50773, -1.34649], [2.58810, -0.00974, -4.27970], [-4.09262, 1.46873, 2.66751], [-3.52582, 0.64990, 4.10130], [-2.42929, 1.79771, 3.24422], [-2.08283, -0.78238, 2.92044], [-3.67199, -0.77589, 2.14714], [-2.40079, 0.02913, -1.86519], [-0.85728, 0.58492, -1.25659], [-0.33879, -2.15623, -1.61757], [-1.63685, -1.85616, -2.78744], [3.53087, -2.11574, -2.29897], [2.28092, -3.04675, -3.10364], [2.14862, -2.68066, -1.33776], [1.39824, 1.44575, -1.46910], [3.01461, 0.70196, -1.23918], [1.56863, 0.06147, -0.42404], [2.06791, -0.30896, -5.19340], [3.57673, -0.48267, -4.31399], [2.72738, 1.07124, -4.23986], [2.42536, 0.55240, 3.83164], [0.87643, 0.33489, 3.01248], [3.65181, 1.28974, 2.79134], [2.27390, 1.20257, 4.68456], [2.78067, -0.41847, 4.15137], [3.14778, -1.15975, 7.56860], [1.74181, -1.55861, 6.56911], [4.42300, -0.35769, 6.65042], [2.82321, -0.48706, 8.35380], [3.54614, -2.07568, 7.98859], [-0.80496, 3.46968, 6.15818], [-1.67797, 3.80044, 4.65515], [0.09840, 1.95695, 6.07038], [-0.11046, 4.28130, 6.34022], [-1.52409, 3.39604, 6.96544], [6.37813, -2.03942, 1.64982], [7.98616, -1.94311, 0.91112], [5.13766, -2.51376, 0.48915], [6.41289, -2.77731, 2.44268], [6.12767, -1.06339, 2.04573], [-0.91312, 3.11534, -2.78276], [-0.45727, 4.44699, -3.84893], [-2.59775, 2.62402, -3.01056], [-0.28065, 2.26094, -3.00146], [-0.78713, 3.43491, -1.75418], [4.04291, 2.34591, 9.80376], [3.32293, 2.45350, 8.18471], [5.15896, 0.98941, 10.00769], [4.59191, 3.26100, 9.98965], [3.24089, 2.23361, 10.52357], [4.45242, -1.32944, -7.46407], [4.58300, 0.43013, -7.60637], [5.01255, -1.90646, -5.88846], [3.41264, -1.60986, -7.58790], [5.05936, -1.78091, -8.23548], [-3.32590, 5.11030, 1.66438], [-4.91430, 4.40026, 1.99410], [-2.71508, 4.61332, 0.08745], [-3.42259, 6.18940, 1.67498], [-2.63113, 4.77988, 2.42802], [7.97166, -1.44618, -2.92834], [8.04862, -0.14867, -4.12607], [6.36821, -2.18322, -2.84279], [8.68645, -2.21297, -3.20234], [8.20559, -1.03316, -1.95408], [4.26949, -4.18095, -10.39071], [4.40796, -2.42260, -10.52621], [4.81323, -4.76249, -8.81260], [3.22881, -4.45291, -10.52001], [4.88349, -4.63382, -11.15971], [-6.75148, -0.32252, 0.47113], [-5.94834, 1.25031, 0.42537], [-6.63883, -1.09416, 2.06103], [-7.79962, -0.17642, 0.23721], [-6.28319, -0.96833, -0.26315], [-3.09364, -0.93878, 7.17646], [-1.33999, -1.06892, 7.02513], [-3.93005, -1.29555, 5.66037], [-3.43160, -1.64526, 7.92520], [-3.33806, 0.07524, 7.47188], [-4.84355, 0.22125, -4.93073], [-5.33403, -0.06471, -6.60473], [-6.21185, 0.66967, -3.90227], [-4.40146, -0.68755, -4.54050], [-4.12466, 1.02874, -4.91729], [-3.47320, -4.50461, -2.74121], [-3.70790, -5.95311, -3.72373], [-3.50422, -3.02901, -3.71765], [-4.26869, -4.44593, -2.00846], [-2.50740, -4.56492, -2.25298], [-8.30875, 3.74256, -0.72895], [-8.54881, 2.35370, -1.79740], [-8.22457, 5.26309, -1.62436], [-9.14380, 3.79305, -0.04039], [-7.37655, 3.60360, -0.19421]], "forces_ev_per_a": [[-0.406, -0.359, -0.476], [-0.112, 0.476, 0.682], [-0.214, -0.706, 0.217], [0.133, 0.629, -0.376], [-0.077, 0.010, 0.122], [0.047, -0.513, -0.064], [-0.036, 0.215, -0.697], [-0.135, 0.097, 0.591], [0.667, 0.016, -0.194], [-0.130, 0.350, -0.230], [-0.606, -0.203, 0.016], [-0.179, -0.371, 0.216], [0.193, 0.224, -0.012], [0.255, 0.355, -0.093], [-0.004, -0.297, -0.045], [0.140, -0.024, -0.297], [0.083, -0.163, -0.152], [0.036, 0.198, 0.126], [0.019, -0.009, 0.126], [0.014, 0.113, 0.080], [0.415, -0.057, 0.374], [0.030, -0.057, 0.142], [-0.071, -0.115, 0.170], [-0.005, -0.150, -0.082], [0.247, 0.079, -0.068], [0.008, 0.086, 0.066], [0.155, -0.005, 0.145], [0.032, 0.224, -0.051], [-0.202, 0.244, 0.087], [-0.110, -0.001, -0.172], [0.017, -0.080, 0.074], [-0.032, 0.003, -0.107], [0.031, -0.010, -0.058], [-0.002, 0.018, -0.032], [0.026, 0.003, -0.063], [0.000, 0.021, 0.151], [0.158, -0.031, -0.029], [0.079, -0.165, -0.161], [-0.006, 0.051, -0.031], [-0.005, -0.021, -0.076], [0.079, 0.089, 0.061], [0.050, 0.175, 0.196], [-0.016, 0.068, 0.110], [0.017, -0.011, -0.063], [-0.040, -0.041, -0.051], [-0.078, -0.007, 0.057], [0.036, 0.003, 0.012], [-0.055, 0.013, 0.092], [0.033, -0.032, -0.053], [-0.016, 0.061, -0.044], [0.096, -0.134, 0.009], [0.017, 0.002, 0.015], [-0.096, 0.112, -0.008], [-0.044, 0.005, -0.069], [-0.038, 0.026, -0.007], [-0.062, 0.189, 0.090], [0.035, 0.003, 0.223], [-0.078, -0.004, -0.103], [0.026, -0.009, -0.060], [-0.019, -0.046, -0.043], [-0.002, -0.009, 0.179], [-0.018, 0.003, -0.046], [0.147, -0.154, -0.204], [-0.007, 0.040, 0.042], [0.070, 0.055, 0.186], [0.011, 0.021, 0.016], [-0.007, 0.032, 0.084], [0.031, -0.008, -0.069], [-0.045, -0.012, -0.033], [-0.060, -0.037, -0.080], [0.058, 0.010, 0.044], [0.018, 0.003, 0.007], [0.035, -0.044, 0.018], [-0.035, -0.001, -0.052], [-0.050, 0.023, -0.008], [-0.025, -0.056, -0.028], [-0.069, -0.057, -0.381], [-0.011, -0.011, 0.001], [-0.006, 0.033, 0.045], [0.049, 0.029, 0.034], [-0.112, -0.013, -0.149], [0.144, -0.055, 0.063], [0.028, 0.014, -0.010], [0.005, 0.032, 0.023], [0.059, 0.011, 0.050], [-0.054, 0.035, 0.079], [-0.176, -0.085, 0.070], [-0.067, -0.196, 0.124], [0.026, -0.035, -0.031], [0.009, 0.008, -0.059], [0.041, -0.048, -0.009], [0.016, -0.023, 0.005], [0.080, 0.007, 0.057], [-0.097, 0.011, -0.016], [0.005, 0.100, -0.019], [0.047, -0.034, 0.111], [0.001, 0.004, 0.019], [-0.280, -0.157, -0.158], [-0.029, 0.009, -0.040], [0.012, 0.015, -0.043], [0.045, 0.016, 0.080], [-0.084, -0.025, 0.007], [-0.001, 0.006, 0.017], [-0.032, 0.006, -0.053], [0.026, -0.003, -0.059]], "lumo_energy_ev": 0.0432, "total_energy_ha": -17711.762851}